No. 1
A structure of composition C45H45N2OP2S4Ti. Source: OMol25; level of theory: ωB97M-V/def2-TZVPD.

Geometry as XYZ:
```
100
Properties=species:S:1:pos:R:3:forces:R:3:mulliken_charge:R:1
Ti 0.517 -0.476 -0.789 -0.22 -0.33 0.07 -1.309
S 1.544 -0.972 1.416 0.08 -0.06 0.12 -0.642
P 0.508 0.689 1.926 0.00 0.02 0.07 1.888
C -0.113 1.080 0.406 0.11 -0.02 -0.13 -0.681
P -1.645 1.453 -0.199 -0.06 0.02 -0.13 2.989
S -1.945 -0.179 -1.344 -0.14 0.01 -0.04 -0.565
C -2.973 1.733 0.980 0.02 -0.01 -0.02 0.843
C -3.236 3.024 1.434 -0.04 -0.04 0.02 -0.892
C -4.211 3.226 2.399 0.02 0.00 0.00 -0.678
C -4.918 2.145 2.906 0.00 0.01 -0.01 -0.706
C -4.652 0.859 2.456 0.00 -0.01 -0.01 -0.526
C -3.679 0.647 1.492 -0.02 0.04 0.03 -0.314
C -1.617 2.919 -1.257 -0.04 0.02 0.03 0.364
C -0.469 3.691 -1.375 -0.03 -0.01 -0.02 0.306
C -0.455 4.788 -2.228 0.00 -0.02 0.00 -1.111
C -1.585 5.106 -2.964 0.02 0.00 0.00 -0.656
C -2.735 4.332 -2.850 -0.02 -0.01 0.00 -0.798
C -2.754 3.241 -1.998 0.04 0.02 0.03 -1.076
C -0.692 0.344 3.230 0.02 -0.06 -0.05 0.603
C -1.225 1.401 3.967 -0.01 -0.01 0.00 -0.452
C -2.190 1.150 4.929 0.04 0.05 -0.01 -0.657
C -2.613 -0.150 5.166 0.00 -0.02 0.00 -0.761
C -2.081 -1.203 4.436 0.00 0.00 -0.03 -0.512
C -1.124 -0.957 3.462 0.02 0.02 0.04 -0.291
C 1.576 1.951 2.653 0.01 -0.05 -0.03 -0.294
C 2.342 1.628 3.773 -0.01 0.05 -0.04 -0.218
C 3.191 2.574 4.321 -0.01 -0.04 0.01 -0.730
C 3.273 3.843 3.758 0.00 0.02 0.00 -0.513
C 2.505 4.170 2.652 -0.01 0.00 -0.01 -0.715
C 1.655 3.221 2.096 0.03 -0.03 0.01 -0.054
H -2.695 3.868 1.024 0.01 0.02 0.01 0.497
H -4.426 4.228 2.747 -0.01 0.01 0.01 0.433
H -5.684 2.306 3.654 -0.01 0.00 0.01 0.427
H -5.206 0.019 2.853 -0.01 -0.01 0.01 0.472
H -3.470 -0.352 1.129 0.01 -0.01 0.00 0.214
H 0.414 3.415 -0.813 0.00 0.02 0.01 0.075
H 0.436 5.396 -2.313 0.01 0.00 0.00 0.497
H -1.575 5.961 -3.626 -0.01 0.01 -0.01 0.422
H -3.616 4.583 -3.426 -0.01 0.00 0.00 0.439
H -3.647 2.633 -1.909 -0.02 0.01 -0.01 0.486
H -0.883 2.415 3.794 0.00 0.01 0.01 0.448
H -2.604 1.971 5.500 -0.01 0.00 0.01 0.454
H -3.356 -0.344 5.928 -0.01 0.00 0.02 0.427
H -2.405 -2.217 4.627 0.00 -0.01 0.01 0.450
H -0.693 -1.772 2.898 -0.01 -0.03 -0.02 -0.021
H 2.277 0.635 4.205 0.01 0.00 0.02 0.409
H 3.789 2.326 5.188 0.01 0.00 0.01 0.444
H 3.936 4.581 4.190 0.01 0.01 0.01 0.420
H 2.564 5.161 2.223 0.00 0.00 0.00 0.469
H 1.049 3.457 1.232 0.00 0.03 -0.03 0.404
C 4.112 0.785 0.430 0.00 -0.01 0.05 -0.954
C 3.359 1.398 -0.700 0.08 0.11 -0.05 0.594
N 2.327 0.911 -1.349 -0.05 -0.10 0.00 1.275
C 2.020 1.688 -2.454 -0.06 -0.07 -0.02 -0.182
C 2.762 2.809 -2.595 0.01 0.04 -0.01 -0.295
S 3.927 2.878 -1.354 0.00 -0.08 0.01 -0.250
C 1.045 1.126 -3.381 0.04 0.00 0.06 -1.209
C 0.694 1.549 -4.617 -0.04 0.02 0.00 -0.406
S -0.337 0.398 -5.342 0.06 -0.04 0.06 -0.283
C -0.249 -0.597 -3.952 -0.12 0.06 -0.20 0.104
N 0.491 -0.079 -3.005 0.20 0.02 0.16 1.795
C -0.971 -1.899 -3.905 -0.04 0.01 0.05 -0.790
H 4.092 -0.299 0.354 0.00 0.03 0.00 0.039
H 3.686 1.065 1.392 -0.03 0.00 0.01 -0.016
H 5.145 1.129 0.403 0.01 0.00 -0.01 0.648
H 2.706 3.549 -3.374 -0.01 0.03 -0.02 0.530
H 1.013 2.437 -5.134 0.00 0.04 -0.02 0.532
H -0.653 -2.532 -4.734 0.01 -0.01 0.00 0.483
H -2.045 -1.732 -3.993 0.00 -0.02 -0.01 0.487
H -0.769 -2.416 -2.972 0.01 0.02 -0.02 -0.443
C 3.372 -2.316 -1.483 0.02 0.00 0.04 -1.393
C 2.841 -3.319 -2.500 0.01 -0.02 -0.09 0.190
C 2.689 -2.684 -3.884 -0.02 0.00 0.02 -1.451
C 1.613 -4.111 -2.074 0.12 0.10 -0.04 -0.037
C 1.579 -5.436 -2.502 -0.02 -0.04 0.01 -0.624
C 0.583 -6.304 -2.108 -0.07 0.06 0.08 -1.401
C -0.356 -5.856 -1.192 0.09 -0.10 -0.10 -0.928
C -0.366 -4.548 -0.725 -0.09 0.12 0.09 -0.084
C -1.286 -4.270 0.451 -0.04 0.00 0.02 0.465
C -0.460 -4.293 1.741 0.03 0.00 0.00 -1.362
C -2.154 -3.021 0.394 0.05 -0.02 -0.01 -1.362
C 0.575 -3.642 -1.253 0.00 -0.14 0.02 0.334
O 0.477 -2.308 -0.995 0.11 0.57 -0.01 0.661
H 4.415 -2.086 -1.712 -0.01 0.02 0.00 0.581
H 3.328 -2.716 -0.468 0.00 0.03 0.00 0.424
H 2.829 -1.370 -1.511 0.11 -0.13 -0.03 0.100
H 3.621 -4.080 -2.593 -0.02 0.01 -0.02 0.829
H 1.937 -1.896 -3.870 0.04 -0.02 0.01 0.013
H 2.393 -3.428 -4.624 -0.01 -0.01 -0.01 0.415
H 3.634 -2.242 -4.207 0.01 0.01 -0.01 0.456
H 2.373 -5.789 -3.149 0.02 0.01 -0.01 0.504
H 0.567 -7.325 -2.462 -0.01 -0.02 0.00 0.399
H -1.093 -6.547 -0.801 -0.02 -0.01 0.00 0.435
H -1.965 -5.126 0.485 0.00 0.01 0.01 0.638
H 0.271 -3.481 1.738 -0.02 -0.04 0.00 0.079
H 0.079 -5.234 1.846 0.01 0.00 0.00 0.459
H -1.107 -4.174 2.613 -0.02 0.01 0.02 0.406
H -1.577 -2.123 0.611 -0.02 -0.03 0.01 -0.275
H -2.948 -3.097 1.141 -0.01 0.01 0.02 0.595
H -2.619 -2.891 -0.583 -0.02 0.00 0.01 0.565
```
Positions in Å, forces in eV/Å.

ΔE to the lowest compared entry with this formula, charge and spin = 1.4 kcal/mol
Kohn-Sham gap = 7.487 eV
HOMO = -0.378 hartree
E_LUMO = -2.81 eV
total charge = +1
2S+1 = 1
electronic energy = -5051.46850 hartree



No. 2
A cluster of 2 separate species, C11H18O in total at a distorted geometry. Source: OMol25; level of theory: ωB97M-V/def2-TZVPD.

Geometry as XYZ:
```
30
Properties=species:S:1:pos:R:3:forces:R:3:lowdin_spin:R:1
C 3.140 0.398 -1.989 -0.39 0.21 -1.09 0.022
C -1.087 0.566 -2.497 1.37 0.02 -2.29 0.057
C -0.459 1.290 -1.502 -3.33 -0.63 0.28 0.149
C -0.319 -0.222 -3.409 -1.60 -0.08 0.40 0.229
C 0.913 1.184 -1.277 0.37 -0.64 -0.47 0.257
C 1.058 -0.463 -3.152 -0.20 1.34 1.26 0.115
C 1.631 0.274 -2.128 1.22 0.23 0.44 0.064
O -2.401 0.795 -2.974 0.48 -0.35 1.02 0.006
H -1.121 1.688 -0.721 0.20 0.41 -0.27 0.013
H -2.651 1.604 -2.534 -0.36 0.39 0.16 0.004
H -0.901 -0.660 -4.212 0.32 -0.13 -0.15 0.025
H 1.179 1.672 -0.348 1.17 -0.29 -0.14 0.027
H 1.663 -1.033 -3.831 0.28 -0.20 -0.15 0.007
H 3.322 1.421 -2.357 0.36 0.05 0.81 0.010
H 3.721 -0.181 -2.714 -0.19 -0.60 0.27 0.002
H 3.469 0.219 -0.967 0.27 0.25 -0.01 0.002
C -0.742 -0.587 2.976 0.10 -0.89 -0.19 0.000
C 0.566 -0.653 2.182 0.98 -0.34 1.26 0.002
C -1.508 0.664 2.535 -0.67 0.48 1.38 0.002
C -1.569 -1.895 2.813 1.23 0.69 0.57 0.001
H -0.455 -0.609 4.035 -0.21 0.73 -0.03 0.000
H 1.140 0.259 2.324 -0.44 0.69 -0.68 0.001
H 0.449 -0.931 1.136 0.04 0.25 -0.06 0.002
H -1.442 1.436 3.306 0.54 0.19 0.02 0.000
H -1.131 1.108 1.619 -0.19 -0.25 -0.26 0.001
H -2.601 0.547 2.539 0.20 -0.41 -0.64 0.000
H -1.075 -2.698 3.373 0.32 -0.11 -0.59 0.000
H -2.506 -1.826 3.347 -0.68 0.29 -0.48 0.000
H -1.601 -2.074 1.745 -0.64 -0.55 -0.06 0.001
H 1.315 -1.292 2.680 -0.57 -0.75 -0.31 0.000
```
Positions in Å, forces in eV/Å.

ΔE to the lowest compared entry with this formula, charge and spin = 23.4 kcal/mol
Kohn-Sham gap (alpha / beta) = 2.649 / 6.506 eV
HOMO (alpha / beta) = 0.028 / -0.115 hartree
E_LUMO (alpha / beta) = 3.40 / 3.39 eV
total charge = -1
2S+1 = 2
electronic energy = -505.08997 hartree



No. 3
A structure of composition C32H37F6N8O7S3SeTi at a distorted geometry. Source: OMol25; level of theory: ωB97M-V/def2-TZVPD.

Geometry as XYZ:
```
95
Properties=species:S:1:pos:R:3:forces:R:3:lowdin_spin:R:1
Ti 0.261 -0.426 -0.558 0.30 1.07 1.97 0.827
C 2.052 2.631 0.708 -0.28 -0.20 0.07 0.000
C 1.251 3.367 -0.319 0.00 -0.17 -0.12 -0.001
C 1.278 4.757 -0.289 -0.03 0.05 -0.12 0.000
C 0.540 5.515 -1.174 0.04 -0.01 0.05 -0.001
C -0.275 4.874 -2.089 -0.01 -0.03 0.01 0.000
C -0.323 3.491 -2.155 -0.02 -0.11 0.17 0.000
C -1.215 2.851 -3.183 0.08 -0.02 0.05 0.000
C 0.471 2.720 -1.282 0.13 0.79 0.06 0.000
N 0.476 1.316 -1.502 0.09 0.75 -0.97 -0.006
C 0.952 1.004 -2.732 0.70 1.36 -0.05 0.007
O 1.748 1.702 -3.385 -0.66 -0.71 -0.26 0.008
C 0.373 -0.246 -3.252 -0.69 -0.60 -0.15 0.041
C 0.405 -0.679 -4.564 -0.06 0.08 0.12 -0.009
C -0.299 -1.830 -4.903 -0.06 -0.07 0.61 0.048
C -0.937 -2.551 -3.894 -0.03 0.21 -0.31 -0.010
C -0.894 -2.082 -2.595 0.46 0.58 -0.15 0.040
N -0.297 -0.914 -2.284 -0.76 -1.82 -4.54 -0.012
C -1.265 -2.887 -1.401 -0.41 -0.59 0.67 0.006
O -1.848 -3.964 -1.501 0.07 0.31 -0.42 0.016
N -0.797 -2.320 -0.260 -0.09 0.24 -0.60 -0.008
C -0.850 -3.150 0.869 -0.28 -1.02 0.33 0.000
C -2.079 -3.539 1.434 0.15 0.08 -0.09 -0.001
C -3.365 -2.937 0.957 0.13 -0.02 -0.09 0.000
C -2.098 -4.454 2.474 0.05 -0.02 -0.02 0.000
C -0.935 -5.018 2.964 0.10 0.16 0.00 0.000
C 0.283 -4.609 2.456 0.04 0.00 -0.16 0.000
C 0.332 -3.669 1.435 -0.87 -0.21 -0.23 0.000
C 2.649 -3.019 2.020 0.74 0.17 0.14 0.000
H 3.118 2.818 0.590 0.12 -0.01 0.01 0.000
H 1.871 1.556 0.663 0.18 0.26 0.13 0.000
H 1.763 2.984 1.699 0.05 -0.05 0.02 0.000
H 1.901 5.244 0.446 0.06 0.05 0.14 0.000
H 0.593 6.594 -1.150 -0.02 0.08 0.03 0.000
H -0.874 5.453 -2.777 -0.08 0.04 -0.06 0.000
H -2.056 3.508 -3.400 -0.06 -0.04 -0.04 0.000
H -1.586 1.882 -2.844 -0.06 0.08 -0.04 0.000
H -0.662 2.697 -4.110 -0.03 -0.07 -0.11 0.000
H 0.956 -0.108 -5.295 0.05 0.08 0.02 -0.001
H -0.324 -2.178 -5.923 0.02 -0.05 -0.09 0.003
H -1.441 -3.484 -4.097 -0.05 -0.08 0.07 -0.001
H -3.359 -1.861 1.141 -0.06 0.02 0.00 0.000
H -4.198 -3.376 1.498 -0.12 0.03 0.03 0.000
H -3.504 -3.129 -0.106 -0.06 0.02 -0.03 0.000
H -3.045 -4.744 2.902 -0.16 -0.03 0.01 0.000
H -0.981 -5.762 3.744 0.05 -0.06 0.10 0.000
H 1.203 -5.025 2.838 0.09 -0.02 0.05 0.000
H 2.199 -2.924 3.006 -0.13 -0.01 -0.15 0.000
H 3.200 -2.105 1.793 0.02 -0.05 0.08 0.000
H 3.343 -3.860 2.001 0.00 0.01 0.15 0.000
F 1.581 -0.790 4.449 0.00 0.06 0.06 0.000
C 0.809 0.081 3.738 0.32 -0.43 -0.03 0.000
F 1.638 0.966 3.194 -0.04 0.04 0.04 0.000
F 0.028 0.704 4.620 -0.11 -0.34 -0.32 0.000
S -0.027 -1.098 2.418 -0.37 1.41 2.74 0.004
O 0.723 -0.545 1.234 0.90 -0.01 1.53 0.020
O -1.425 -0.622 2.366 -0.32 -0.49 0.20 0.002
N 1.601 -3.176 1.019 0.19 -0.56 -0.81 0.000
S 2.138 -3.437 -0.506 0.04 -1.25 -0.06 0.002
O 1.526 -2.574 -1.466 -0.12 -0.28 -0.15 0.011
O 3.554 -3.553 -0.493 0.31 -0.11 0.24 0.000
C 1.552 -5.183 -0.987 0.21 -0.20 0.35 0.001
F 1.704 -5.311 -2.300 0.02 0.20 -0.12 0.000
F 2.366 -6.056 -0.384 0.08 0.12 0.09 0.000
F 0.312 -5.504 -0.662 0.02 0.30 -0.09 0.000
O -1.769 0.213 -0.074 0.02 -0.20 -0.11 0.007
H -1.692 0.062 0.916 -0.42 0.19 -0.27 0.001
H -2.281 -0.544 -0.410 0.09 0.20 0.28 0.002
C 4.828 2.962 -1.903 0.14 -0.01 0.07 0.000
N 3.909 1.859 -1.750 0.05 -0.11 0.02 0.001
C 4.119 0.839 -0.934 -0.35 0.07 -0.03 0.001
N 5.254 0.795 -0.201 0.07 0.16 -0.14 0.001
S 3.033 -0.456 -0.743 0.47 0.07 -0.20 -0.001
H 5.772 2.636 -2.353 -0.01 0.06 -0.05 0.000
H 5.049 3.432 -0.939 -0.08 0.03 -0.05 0.000
H 4.362 3.694 -2.556 0.05 0.04 0.03 0.000
H 3.068 1.864 -2.352 0.21 -0.10 0.29 0.000
H 6.058 1.345 -0.451 -0.03 0.00 0.01 0.000
H 5.403 -0.058 0.312 0.03 0.06 0.01 0.000
C -3.100 1.471 4.307 0.37 -0.31 0.46 0.000
N -3.610 2.001 3.077 -0.10 0.16 -0.60 0.000
C -4.923 2.106 2.705 -0.61 0.12 -0.33 0.000
C -4.954 2.572 1.434 -0.46 -0.16 0.36 0.000
N -3.658 2.747 1.032 -0.06 -0.31 0.56 0.000
C -3.199 3.157 -0.262 0.40 0.13 -0.51 0.000
C -2.832 2.391 2.042 0.41 0.18 -0.01 0.000
Se -1.025 2.482 2.009 0.60 0.58 0.13 0.000
H -3.891 1.436 5.051 -0.11 0.04 -0.04 0.000
H -2.282 2.095 4.665 -0.05 0.04 -0.04 0.000
H -2.700 0.469 4.139 -0.04 0.07 0.04 0.000
H -5.729 1.853 3.363 -0.11 -0.05 0.12 0.000
H -5.786 2.792 0.794 -0.11 0.02 -0.05 0.000
H -4.055 3.412 -0.884 -0.05 0.00 0.04 0.000
H -2.629 2.342 -0.717 -0.09 0.16 0.05 0.000
H -2.532 4.016 -0.167 -0.04 -0.03 -0.02 0.000
```
Positions in Å, forces in eV/Å.

ΔE to the lowest compared entry with this formula, charge and spin = 18.8 kcal/mol
Kohn-Sham gap (alpha / beta) = 6.574 / 6.328 eV
HOMO (alpha / beta) = -0.254 / -0.254 hartree
E_LUMO (alpha / beta) = -0.35 / -0.59 eV
2S+1 = 2
electronic energy = -7251.12941 hartree



No. 4
A cluster of 4 separate species, C6H19NO4 in total at a distorted geometry. Source: OMol25; level of theory: ωB97M-V/def2-TZVPD.

Geometry as XYZ:
```
30
Properties=species:S:1:pos:R:3:forces:R:3:mulliken_charge:R:1
C 2.502 -0.871 -2.022 0.89 -0.47 2.21 -1.190
C 1.600 0.260 -2.446 1.54 0.88 -1.49 -0.174
C 0.176 -0.118 -2.780 -0.34 -0.55 -0.54 -0.296
C -0.375 -1.108 -1.764 -0.23 1.17 2.33 -1.179
N -0.572 -0.514 -0.360 -1.60 -2.45 -3.51 0.120
C -1.742 0.203 -0.057 -1.86 -0.02 -0.95 -0.533
C -1.608 1.365 0.845 0.14 0.21 -0.32 0.114
O -0.622 1.550 1.507 0.32 0.59 0.35 -0.505
H 2.716 -1.660 -2.695 -1.14 -1.24 -1.06 0.389
H 2.218 -1.326 -0.968 0.81 1.01 -2.13 0.169
H 3.546 -0.543 -2.040 -0.05 0.66 1.04 0.396
H 2.011 0.749 -3.403 -0.25 -0.49 1.50 0.361
H 1.723 1.026 -1.616 -0.75 -0.73 -1.55 -0.033
H -0.040 -0.612 -3.787 1.12 0.58 0.96 0.338
H -0.318 0.852 -2.882 -0.81 -0.31 0.46 0.250
H -1.358 -1.392 -2.086 -0.59 -0.44 -0.01 0.491
H 0.247 -2.031 -1.644 -0.50 0.94 -0.37 0.388
H 0.156 -0.197 0.138 3.68 1.27 1.34 -0.067
H -2.291 -0.510 0.621 -1.16 1.16 -1.35 0.204
H -2.275 0.657 -0.987 0.36 -1.35 1.41 0.357
H -2.483 2.055 0.823 0.28 -0.18 0.45 0.328
O 2.111 1.226 0.697 4.65 -2.56 -0.80 -0.584
H 1.480 1.568 1.207 -3.90 2.26 4.14 0.281
H 1.734 1.399 -0.117 -0.69 0.41 -2.83 0.353
O 0.384 -0.959 2.714 0.62 3.18 0.17 -0.760
H 0.528 -0.329 1.961 -0.04 -0.20 1.37 0.387
H 0.313 -1.731 2.233 -0.19 -3.09 -1.28 0.336
O -2.328 -0.674 2.809 -1.58 0.88 0.83 -0.644
H -2.146 -1.320 2.168 -0.23 -1.71 -1.36 0.316
H -1.444 -0.582 3.118 1.47 0.60 0.99 0.391
```
Positions in Å, forces in eV/Å.

ΔE to the lowest compared entry with this formula, charge and spin = 87.0 kcal/mol
Kohn-Sham gap = 9.563 eV
HOMO = -0.330 hartree
SMILES = CCCCNCC=O.O.O.O
E_LUMO = 0.59 eV
2S+1 = 1
electronic energy = -595.62040 hartree